# C42H34BrN3O2PTeW

C42H34BrN3O2PTeW as an isolated structure (ωB97M-V/def2-TZVPD, the OMol25 dataset).

Values from the calculation:
- spin multiplicity = 1
- energy relative to the best compared isomer or geometry (same formula, charge and spin) (kJ/mol) = 0.0
- charge = +1

```
85
Properties=species:S:1:pos:R:3:forces:R:3:lowdin_charge:R:1
W 0.015617 -0.821285 -0.626259 -0.602 1.729 -0.965 1.1704
C -0.916484 -0.748348 2.394560 0.070 0.198 -0.054 -0.1955
N 0.199147 -0.663277 1.414191 0.179 0.025 0.155 -0.2168
C 1.450108 -0.486136 1.837640 0.261 -0.290 0.262 -0.1220
C 2.472808 -0.667148 0.936964 0.114 -0.183 0.199 -0.3697
C 3.886525 -0.645604 1.038371 -0.061 -0.015 -0.021 -0.0094
C 4.352826 -1.051861 -0.185214 0.076 -0.153 -0.095 -0.0602
C 3.215118 -1.322689 -0.998958 0.361 -0.120 -0.214 -0.1273
N 2.099999 -1.103398 -0.336127 0.492 -0.023 0.671 -0.1414
C -0.479923 -0.861678 3.824326 0.038 0.070 0.103 -0.2497
C -0.205592 -2.100756 4.391325 0.006 -0.096 0.060 -0.0478
C 0.234106 -2.190889 5.705617 0.012 0.040 -0.026 -0.0637
C 0.402585 -1.039547 6.465121 -0.006 -0.002 -0.052 -0.0720
C 0.119873 0.202139 5.909876 0.007 -0.038 -0.012 -0.0649
C -0.317233 0.286950 4.594651 -0.032 0.004 0.032 -0.0431
H -1.519795 -1.605630 2.110288 -0.083 -0.138 -0.001 0.0982
H -1.538336 0.134853 2.253324 -0.104 0.081 -0.019 0.0783
H 1.658190 -0.295937 2.886054 -0.052 0.105 -0.035 0.1459
H 4.460365 -0.360238 1.908703 -0.058 -0.028 -0.078 0.1223
H 5.384330 -1.152515 -0.487018 -0.077 -0.034 -0.013 0.1092
H 3.185409 -1.664639 -2.024001 0.058 0.024 0.002 0.1236
H -0.347147 -3.004186 3.804959 0.009 0.085 0.046 0.0851
H 0.441466 -3.161000 6.138345 -0.008 0.012 0.005 0.1089
H 0.746978 -1.110841 7.489256 -0.027 0.003 -0.033 0.1087
H 0.232099 1.101084 6.503164 0.005 -0.026 -0.023 0.1089
H -0.549669 1.256112 4.162430 0.013 -0.040 0.030 0.1018
O -1.139869 -0.565981 -4.051657 0.013 -0.431 -0.161 0.1047
C -0.220626 -0.084301 -3.457040 0.381 -0.004 0.257 -0.5846
O 0.514283 -0.763120 -2.528551 -0.492 0.084 -0.107 -0.2897
C 0.235147 1.312666 -3.696796 0.061 0.060 0.275 -0.1357
C 0.144892 1.792872 -4.999675 -0.029 -0.016 0.008 0.0038
C 0.556170 3.078596 -5.294786 0.015 0.079 -0.020 -0.0420
C 1.042025 3.897158 -4.281912 0.014 0.013 -0.018 -0.0462
C 1.112095 3.428016 -2.980991 0.102 -0.043 0.000 -0.0922
C 0.710900 2.128333 -2.666072 -0.012 -0.048 0.019 -0.2817
P 0.769156 1.612034 -0.902820 -0.203 0.579 -0.084 1.0330
C -0.334161 2.803562 -0.051552 -0.040 -0.078 0.051 -0.3939
C -1.085797 3.755098 -0.734170 -0.036 0.024 -0.062 -0.0892
C -1.995790 4.557720 -0.055334 -0.004 -0.008 -0.023 -0.0572
C -2.166407 4.421752 1.311738 0.022 -0.025 0.037 -0.0611
C -1.425175 3.472331 2.006710 0.008 -0.002 -0.044 -0.0658
C -0.528803 2.662516 1.328194 0.059 0.007 -0.037 -0.1467
C 2.474078 2.128961 -0.471631 -0.052 -0.105 0.087 -0.3379
C 2.787132 2.825438 0.694922 0.018 0.040 -0.013 -0.0746
C 4.100807 3.184912 0.966023 -0.064 -0.038 -0.006 -0.0659
C 5.113610 2.848362 0.078125 0.000 -0.013 -0.007 -0.0676
C 4.810271 2.148532 -1.080009 -0.014 0.062 -0.003 -0.0700
C 3.499339 1.787768 -1.351749 0.006 0.043 -0.040 -0.1059
H -0.247670 1.139637 -5.768347 0.011 0.019 0.031 0.1283
H 0.496174 3.447689 -6.311433 0.011 -0.022 0.052 0.1155
H 1.364134 4.906294 -4.506186 -0.009 -0.028 0.013 0.1151
H 1.485083 4.077826 -2.198278 0.012 -0.003 -0.007 0.1225
H -0.984497 3.867897 -1.805611 -0.044 -0.001 0.072 0.0995
H -2.578425 5.286945 -0.605166 0.034 -0.037 0.017 0.1136
H -2.879231 5.045687 1.836173 0.031 -0.018 -0.012 0.1122
H -1.558012 3.360271 3.076859 0.013 -0.014 -0.055 0.1059
H 0.019480 1.905171 1.876669 0.025 0.024 -0.014 0.0772
H 2.011230 3.110836 1.391239 -0.045 0.019 0.005 0.0951
H 4.330649 3.737590 1.868912 -0.022 -0.020 -0.034 0.1096
H 6.136599 3.136895 0.285996 -0.034 -0.009 -0.004 0.1102
H 5.595442 1.884064 -1.776625 -0.014 -0.001 -0.001 0.1138
H 3.274021 1.245711 -2.261236 -0.010 0.023 -0.055 0.1139
Br 1.117240 -3.787307 1.247360 0.019 0.053 0.008 0.9326
C 0.125703 -3.981648 -0.335318 -0.054 -0.151 0.067 -0.6836
C -0.024642 -5.275540 -0.800158 0.060 -0.022 0.110 -0.1001
C -0.756078 -5.490969 -1.949096 0.046 -0.291 -0.005 -0.0241
C -1.328682 -4.406922 -2.577649 -0.190 0.214 -0.265 -0.0157
C -1.151008 -3.151563 -2.046565 -0.177 -0.111 0.040 -0.1295
N -0.421103 -2.909264 -0.930918 0.074 -0.945 -0.188 -0.1355
H 0.436077 -6.085404 -0.254970 -0.002 -0.002 -0.021 0.1056
H -0.879628 -6.493526 -2.339793 0.001 0.038 0.031 0.1260
H -1.927742 -4.515529 -3.471345 0.034 0.016 0.026 0.1277
H -1.609067 -2.295526 -2.515228 0.024 0.102 -0.040 0.0772
Te -2.407992 0.155467 -0.748780 0.045 0.045 0.106 1.1542
C -3.856738 -1.367614 -0.705452 0.057 -0.130 0.065 -0.6035
C -3.617257 -2.606816 -0.117587 -0.251 -0.026 0.004 -0.1675
C -4.624800 -3.563585 -0.082868 0.010 0.042 -0.021 -0.0786
C -5.868379 -3.283183 -0.635835 0.022 0.021 -0.003 -0.0785
C -6.105843 -2.045312 -1.220409 0.035 0.010 -0.004 -0.0760
C -5.103185 -1.083385 -1.253648 -0.080 -0.188 -0.006 -0.1562
H -2.654609 -2.827038 0.325843 -0.008 0.015 0.029 0.0691
H -4.439607 -4.525921 0.380563 -0.016 0.040 -0.013 0.1066
H -6.654948 -4.026442 -0.604230 0.022 0.017 -0.008 0.1069
H -7.075302 -1.823821 -1.649859 0.030 -0.017 0.020 0.1088
H -5.294002 -0.118459 -1.709573 -0.002 -0.032 0.028 0.0905
```
Positions in Å, forces in eV/Å.